1.
ORCA calculation (ωB97M-V/def2-TZVPD) on the molecule C6H7N at a distorted geometry.

Atoms and positions in Å:
C: 0.155 -1.787 -0.615
C: 0.488 -0.380 -0.265
C: 1.501 0.501 -0.052
C: 0.930 1.806 0.405
C: -0.364 1.837 0.168
N: -0.922 0.669 -0.319
C: -1.770 1.524 0.490
H: 1.160 -2.417 -0.755
H: -0.626 -2.266 0.037
H: -0.414 -1.792 -1.577
H: 2.550 0.350 -0.010
H: 1.499 2.660 0.674
H: -1.970 1.139 1.587
H: -2.717 1.968 -0.010

## Properties
lowest unoccupied orbital energy: 1.0 eV
E_tot: -287.39899 a.u.
multiplicity: 1
E_HOMO: -8.1 eV
Kohn-Sham gap: 0.33472 Ha
charge: 0

Partial charges, natural (NBO), in e: number 1, C, carries -0.68; number 2, C, carries 0.21; number 3, C, carries -0.28; number 4, C, carries -0.32; number 5, C, carries 0.12; number 6, N, carries -0.42; number 7, C, carries -0.20; number 8, H, carries 0.24; number 9, H, carries 0.24; number 10, H, carries 0.24; number 11, H, carries 0.24; number 12, H, carries 0.22; number 13, H, carries 0.19; number 14, H, carries 0.22

=====

2.
ORCA calculation (ωB97M-V/def2-TZVPD) on a structure of composition C8H17BaOP2 at a distorted geometry.

Atoms and positions in Å:
C: 0.292 0.078 -2.748
C: -0.540 -0.523 -3.734
C: -0.169 -1.895 -3.867
C: 0.907 -2.157 -2.969
C: 1.205 -0.958 -2.261
Ba: 1.446 1.521 0.375
P: 0.078 3.902 -1.095
H: 0.291 1.135 -2.439
H: -1.327 -0.022 -4.296
H: -0.625 -2.620 -4.541
H: 2.022 -0.814 -1.541
H: 1.424 -3.111 -2.845
H: -1.255 4.038 -0.555
H: -0.268 4.200 -2.456
H: 0.518 5.227 -0.741
C: 0.269 0.468 3.723
P: -0.420 -0.223 2.224
C: 0.852 -1.315 1.567
C: -1.911 -1.094 2.570
O: -0.694 0.890 1.210
H: -0.004 -0.177 4.570
H: -0.143 1.475 3.893
H: 1.370 0.528 3.684
H: 0.838 -2.234 2.168
H: 0.657 -1.595 0.517
H: 1.881 -0.902 1.673
H: -2.733 -0.370 2.669
H: -2.143 -1.781 1.742
H: -1.820 -1.670 3.502

## Properties
lowest unoccupied orbital energy: 2.3 eV
E_tot: -1098.35202 a.u.
multiplicity: 1
E_HOMO: -0.6 eV
Kohn-Sham gap: 0.10661 Ha
charge: -1

Partial charges, natural (NBO), in e: number 1, C, carries -0.44; number 2, C, carries -0.34; number 3, C, carries -0.35; number 4, C, carries -0.35; number 5, C, carries -0.44; number 6, Ba, carries 0.22; number 7, P, carries -0.12; number 8, H, carries 0.14; number 9, H, carries 0.19; number 10, H, carries 0.19; number 11, H, carries 0.17; number 12, H, carries 0.19; number 13, H, carries 0.03; number 14, H, carries 0.02; number 15, H, carries 0.04; number 16, C, carries -1.09; number 17, P, carries 1.91; number 18, C, carries -1.10; number 19, C, carries -1.03; number 20, O, carries -1.24; number 21, H, carries 0.24; number 22, H, carries 0.28; number 23, H, carries 0.28; number 24, H, carries 0.26; number 25, H, carries 0.30; number 26, H, carries 0.26; number 27, H, carries 0.27; number 28, H, carries 0.27; number 29, H, carries 0.24

=====

3.
ORCA calculation (ωB97M-V/def2-TZVPD) on a structure of composition C43H43N14O2S4Sr.

Atoms and positions in Å:
Sr: -0.216 0.571 0.178
C: 4.547 -5.166 -0.271
C: 3.247 -4.672 -0.922
C: 2.692 -5.764 -1.847
C: 3.566 -3.447 -1.780
C: 2.229 -4.360 0.176
C: 1.734 -5.407 0.975
C: 0.807 -5.190 1.973
C: 0.361 -3.892 2.190
S: -0.775 -3.292 3.348
C: -0.495 -1.656 2.759
N: 0.349 -1.577 1.773
C: 0.843 -2.832 1.423
C: 1.781 -3.072 0.418
C: -1.211 -0.524 3.378
C: -1.922 -0.770 4.564
C: -2.639 0.256 5.146
C: -2.649 1.504 4.523
C: -1.950 1.705 3.342
C: -1.195 0.705 2.696
H: 5.284 -5.414 -1.039
H: 4.377 -6.055 0.340
H: 4.970 -4.390 0.370
H: 3.409 -5.974 -2.643
H: 1.758 -5.434 -2.305
H: 2.499 -6.697 -1.316
H: 4.283 -3.728 -2.555
H: 4.007 -2.639 -1.196
H: 2.672 -3.062 -2.273
H: 2.082 -6.418 0.808
H: 0.437 -6.013 2.571
H: 2.125 -2.231 -0.163
H: -1.904 -1.743 5.045
H: -3.187 0.092 6.067
H: -3.215 2.319 4.965
H: -2.008 2.693 2.890
C: -3.215 3.571 -1.661
C: -2.221 4.270 -0.792
N: -1.521 3.720 0.153
C: -0.759 4.666 0.813
C: -0.857 5.930 0.329
S: -1.952 5.968 -0.978
C: 0.016 4.289 2.002
C: 0.160 5.051 3.120
S: 1.120 4.219 4.269
C: 1.261 2.888 3.163
N: 0.640 3.071 2.050
C: 2.024 1.648 3.483
H: -3.416 2.584 -1.256
H: -2.819 3.462 -2.672
H: -4.144 4.139 -1.716
H: -0.320 6.802 0.660
H: -0.271 6.018 3.321
H: 2.680 1.778 4.343
H: 2.613 1.373 2.606
H: 1.308 0.849 3.686
N: -8.248 1.782 -0.781
C: -6.972 1.223 -0.936
C: -6.558 0.747 -2.181
C: -5.314 0.161 -2.330
C: -4.477 0.040 -1.230
C: -4.877 0.505 0.015
C: -6.122 1.091 0.161
S: -2.838 -0.578 -1.440
O: -2.388 -0.988 -0.112
O: -2.869 -1.599 -2.458
N: -1.940 0.681 -1.753
C: -1.636 1.151 -2.993
N: -0.526 1.920 -3.004
C: -0.162 2.440 -4.162
C: -0.868 2.204 -5.338
C: -1.997 1.418 -5.213
N: -2.405 0.896 -4.061
H: -8.621 2.191 -1.624
H: -8.326 2.414 0.000
H: -7.220 0.843 -3.035
H: -4.969 -0.192 -3.293
H: -4.206 0.408 0.860
H: -6.439 1.453 1.133
H: 0.712 3.080 -4.145
H: -0.562 2.628 -6.283
H: -2.622 1.201 -6.076
N: 2.005 1.889 -0.156
C: 2.296 2.718 -0.925
N: 2.751 3.581 -1.778
C: 1.951 4.524 -2.242
N: 1.335 5.379 -2.729
N: 2.199 -0.197 -2.308
C: 2.327 -0.339 -3.634
C: 1.235 -1.064 -4.062
C: 0.497 -1.308 -2.898
N: 1.092 -0.773 -1.833
H: 2.817 0.277 -1.661
H: 3.164 0.084 -4.162
H: 0.993 -1.355 -5.069
H: -0.449 -1.817 -2.793
C: 3.469 -1.475 3.059
N: 4.603 -0.840 2.385
C: 5.925 -1.224 2.863
C: 4.485 -0.642 1.071
N: 4.399 -0.443 -0.062
H: 3.529 -1.241 4.122
H: 3.473 -2.562 2.921
H: 2.539 -1.076 2.659
H: 5.981 -1.009 3.929
H: 6.683 -0.640 2.346
H: 6.124 -2.290 2.705

## Properties
lowest unoccupied orbital energy: 2.2 eV
E_tot: -4205.13969 a.u.
multiplicity: 1
E_HOMO: -4.9 eV
Kohn-Sham gap: 0.25967 Ha
charge: -1

Löwdin atomic charge list, values in e, 99 entries: number 1, Sr, carries 1.28; number 2, C, carries -0.05; number 3, C, carries -0.55; number 4, C, carries -0.05; number 5, C, carries -0.06; number 6, C, carries -0.16; number 7, C, carries -0.05; number 8, C, carries -0.08; number 9, C, carries -0.48; number 10, S, carries 1.11; number 11, C, carries -0.51; number 12, N, carries 0.02; number 13, C, carries -0.31; number 14, C, carries 0.03; number 15, C, carries -0.31; number 16, C, carries -0.10; number 17, C, carries -0.12; number 18, C, carries -0.11; number 19, C, carries -0.15; number 20, C, carries -0.17; number 21, H, carries 0.08; number 22, H, carries 0.08; number 23, H, carries 0.08; number 24, H, carries 0.08; number 25, H, carries 0.09; number 26, H, carries 0.07; number 27, H, carries 0.09; number 28, H, carries 0.05; number 29, H, carries 0.07; number 30, H, carries 0.10; number 31, H, carries 0.10; number 32, H, carries 0.08; number 33, H, carries 0.06; number 34, H, carries 0.09; number 35, H, carries 0.09; number 36, H, carries 0.07; number 37, C, carries -0.07; number 38, C, carries -0.62; number 39, N, carries 0.11; number 40, C, carries -0.34; number 41, C, carries -0.36; number 42, S, carries 1.04; number 43, C, carries -0.35; number 44, C, carries -0.36; number 45, S, carries 1.03; number 46, C, carries -0.64; number 47, N, carries 0.07; number 48, C, carries -0.07; number 49, H, carries 0.05; number 50, H, carries 0.07; number 51, H, carries 0.08; number 52, H, carries 0.08; number 53, H, carries 0.07; number 54, H, carries 0.07; number 55, H, carries 0.06; number 56, H, carries 0.07; number 57, N, carries 0.08; number 58, C, carries -0.33; number 59, C, carries -0.04; number 60, C, carries -0.06; number 61, C, carries -0.29; number 62, C, carries -0.05; number 63, C, carries -0.03; number 64, S, carries 0.55; number 65, O, carries -0.41; number 66, O, carries -0.31; number 67, N, carries -0.23; number 68, C, carries -0.52; number 69, N, carries 0.14; number 70, C, carries -0.13; number 71, C, carries -0.07; number 72, C, carries -0.15; number 73, N, carries 0.14; number 74, H, carries 0.08; number 75, H, carries 0.08; number 76, H, carries 0.11; number 77, H, carries 0.11; number 78, H, carries 0.12; number 79, H, carries 0.11; number 80, H, carries 0.09; number 81, H, carries 0.09; number 82, H, carries 0.10; number 83, N, carries 0.00; number 84, C, carries -0.41; number 85, N, carries 0.05; number 86, C, carries -0.45; number 87, N, carries 0.08; number 88, N, carries -0.01; number 89, C, carries -0.10; number 90, C, carries -0.07; number 91, C, carries -0.16; number 92, N, carries -0.03; number 93, H, carries 0.08; number 94, H, carries 0.12; number 95, H, carries 0.09; number 96, H, carries 0.10; number 97, C, carries -0.04; number 98, N, carries -0.20; number 99, C, carries -0.06

=====

4.
ORCA calculation (ωB97M-V/def2-TZVPD) on a cluster of 5 separate species, C2H13NO5 in total at a distorted geometry.

Atoms and positions in Å:
C: 0.508 1.788 1.432
C: 0.181 0.354 1.789
N: 0.610 -0.133 2.985
O: -0.410 -0.375 1.006
H: 0.920 2.360 2.254
H: -0.350 2.189 0.882
H: 1.205 1.805 0.569
H: 0.293 -1.050 3.255
H: 1.045 0.364 3.741
O: -0.987 -2.429 -0.736
H: -0.485 -1.789 -0.203
H: -1.842 -2.588 -0.357
O: -1.605 -0.903 -2.824
H: -2.127 -1.469 -3.396
H: -1.186 -1.397 -2.082
O: -0.499 1.269 -1.410
H: -0.364 0.511 -0.826
H: -1.327 1.193 -1.893
O: 1.937 0.188 -1.090
H: 2.904 0.103 -1.127
H: 1.579 0.011 -1.968

## Properties
lowest unoccupied orbital energy: 0.7 eV
E_tot: -514.97723 a.u.
multiplicity: 1
E_HOMO: -10.1 eV
Kohn-Sham gap: 0.39718 Ha
charge: 0

Partial charges, natural (NBO), in e: number 1, C, carries -0.76; number 2, C, carries 0.72; number 3, N, carries -0.81; number 4, O, carries -0.70; number 5, H, carries 0.21; number 6, H, carries 0.28; number 7, H, carries 0.29; number 8, H, carries 0.40; number 9, H, carries 0.40; number 10, O, carries -0.97; number 11, H, carries 0.52; number 12, H, carries 0.48; number 13, O, carries -1.01; number 14, H, carries 0.47; number 15, H, carries 0.50; number 16, O, carries -0.99; number 17, H, carries 0.49; number 18, H, carries 0.49; number 19, O, carries -0.96; number 20, H, carries 0.47; number 21, H, carries 0.49

=====

5.
ORCA calculation (ωB97M-V/def2-TZVPD) on the molecule C4H10O2.

Atoms and positions in Å:
C: 1.872 -0.393 -0.170
C: 0.505 -0.258 0.478
O: 0.504 0.756 1.486
C: -0.586 0.076 -0.565
C: -1.975 -0.399 -0.136
O: -0.552 1.466 -0.825
H: 2.067 0.471 -0.817
H: 1.908 -1.295 -0.789
H: 2.659 -0.465 0.588
H: 0.242 -1.192 0.989
H: 1.248 1.342 1.302
H: -0.322 -0.402 -1.515
H: -2.141 -1.437 -0.443
H: -2.108 -0.344 0.951
H: -2.737 0.224 -0.614
H: -0.610 1.879 0.051

## Properties
lowest unoccupied orbital energy: 0.9 eV
E_tot: -308.87684 a.u.
multiplicity: 1
E_HOMO: -10.1 eV
Kohn-Sham gap: 0.40461 Ha
charge: 0

Partial charges, natural (NBO), in e: number 1, C, carries -0.65; number 2, C, carries 0.08; number 3, O, carries -0.73; number 4, C, carries 0.07; number 5, C, carries -0.64; number 6, O, carries -0.72; number 7, H, carries 0.22; number 8, H, carries 0.22; number 9, H, carries 0.21; number 10, H, carries 0.17; number 11, H, carries 0.47; number 12, H, carries 0.17; number 13, H, carries 0.21; number 14, H, carries 0.21; number 15, H, carries 0.22; number 16, H, carries 0.47

=====

Question: charge of number 1 (C6H7N)?
Answer: 0

=====

Question: Number 3 is which compound?
Answer: C43H43N14O2S4Sr

=====

Question: Which formula does entry 4 have?
Answer: C2H13NO5